Density functional theory data (ωB97M-V/def2-TZVPD) for a molecular structure, C6H8HgLiO6 at a distorted geometry.

As for the relative energy (zero: lowest compared OMol25 entry of this formula, charge and spin): 2.258 eV. The calculation puts the strongest force on any atom at 5.242 eV/Å. Its spin multiplicity is 2. For the HOMO energy (alpha / beta), the calculation gives -7.71 / -7.68 eV. The expectation value of S² is 0.75. For the total energy, the calculation gives -845.72251 Ha. The calculation puts the lowest unoccupied orbital energy (alpha / beta) at -0.0314 / -0.1396 Ha.

Each line ends with the Löwdin spin population.
Atoms and positions in Å:
O1 -1.067 -1.156 2.000  0.00
C1 2.235 1.692 1.617  0.02
C2 0.114 -0.588 2.297  0.00
O2 3.078 2.056 2.447  0.22
O3 2.140 0.410 1.403  0.02
C3 0.930 -0.290 1.034  0.00
H1 0.696 -1.130 3.072  0.00
H2 0.679 2.221 0.185  0.00
H3 0.282 0.360 0.435  0.00
H4 1.252 -1.208 0.529  0.00
Li1 -2.413 0.078 1.765  0.00
Hg1 4.203 3.566 2.335  0.71
O4 -0.683 2.893 2.870  0.00
C4 -1.714 2.177 2.339  0.00
C5 0.221 3.586 2.029  0.00
O5 -2.389 1.541 3.178  0.00
O6 -1.806 2.021 1.102  0.00
C6 1.057 2.738 1.070  0.00
H5 0.851 4.170 2.709  0.00
H6 -0.362 4.296 1.427  0.00
H7 1.466 3.517 0.403  0.00
H8 0.175 0.551 2.787  0.00


Density functional theory data (ωB97M-V/def2-TZVPD) for a molecular structure, C6H8LaO5 at a distorted geometry.

The calculation puts the strongest force on any atom at 3.923 eV/Å. Its spin multiplicity is 2. For the HOMO energy (alpha / beta), the calculation gives -14.99 / -16.68 eV. Its net charge is +2. The expectation value of S² is 0.75. For the total energy, the calculation gives -640.50518 Ha. The calculation puts the lowest unoccupied orbital energy (alpha / beta) at -0.3199 / -0.3180 Ha.

Each line ends with the Löwdin spin population.
Atoms and positions in Å:
La1 1.829 3.235 1.309  0.98
O1 0.298 1.104 2.090  0.01
O2 0.406 -1.093 1.769  0.00
C1 -0.516 -2.156 1.477  0.00
C2 -1.873 -1.440 1.452  0.00
O3 -1.520 -0.052 1.554  0.00
C3 -0.205 0.073 1.620  0.00
H1 -0.245 -2.586 0.507  0.00
H2 -0.429 -2.905 2.269  0.00
H3 -2.513 -1.693 2.302  0.00
H4 -2.402 -1.575 0.503  0.00
O4 1.151 1.609 -1.215  0.01
C4 1.560 1.830 -2.607  0.00
C5 0.914 0.645 -3.307  0.00
O5 0.207 -0.027 -2.218  0.00
C6 0.378 0.546 -1.082  0.00
H5 1.167 2.806 -2.904  0.00
H6 2.654 1.828 -2.620  0.00
H7 1.630 -0.071 -3.721  0.00
H8 0.167 0.925 -4.056  0.00


Density functional theory data (ωB97M-V/def2-TZVPD) for a molecular structure, C6H8LiO6Sr at a distorted geometry.

As for the relative energy (zero: lowest compared OMol25 entry of this formula, charge and spin): 2.176 eV. The calculation puts the strongest force on any atom at 5.388 eV/Å. For the HOMO energy, the calculation gives -11.91 eV. Its net charge is +1. For the total energy, the calculation gives -722.91335 Ha. The calculation puts the lowest unoccupied orbital energy at -0.1488 Ha.

Each line ends with the Löwdin charge.
Atoms and positions in Å:
O1 -2.298 1.536 -0.130  0.07
C1 -1.762 0.613 0.631  -0.77
C2 -2.440 1.170 -1.516  -0.11
O2 -1.604 0.799 1.853  -0.20
O3 -1.483 -0.494 0.053  -0.15
C3 -1.035 0.971 -2.051  0.03
H1 -2.926 2.015 -2.012  0.16
H2 -3.008 0.241 -1.634  0.14
H3 -0.594 1.976 -2.105  0.13
H4 -1.157 0.633 -3.087  0.13
O4 1.851 -0.442 -0.370  -0.15
C4 1.284 0.663 -0.909  -0.11
C5 2.476 -0.343 0.918  -0.15
O5 0.461 0.237 -1.803  -0.09
O6 0.620 -1.703 1.628  -0.66
C6 1.998 -1.534 1.740  -0.32
H5 2.163 0.606 1.375  0.13
H6 3.566 -0.355 0.793  0.14
H7 2.328 -1.380 2.782  0.12
H8 2.482 -2.455 1.369  0.13
Li1 0.149 -1.621 -0.248  0.72
Sr1 -1.072 -1.134 2.725  1.82


Density functional theory data (ωB97M-V/def2-TZVPD) for a molecular structure, C6H8LiO6Tl at a distorted geometry.

As for the relative energy (zero: lowest compared OMol25 entry of this formula, charge and spin): 0.585 eV. The calculation puts the strongest force on any atom at 4.310 eV/Å. For the HOMO energy, the calculation gives -7.42 eV. For the total energy, the calculation gives -864.86634 Ha. The calculation puts the lowest unoccupied orbital energy at -0.0099 Ha.

Each line ends with the Löwdin charge.
Atoms and positions in Å:
Li1 0.075 -1.385 0.087  0.70
O1 0.082 0.143 1.426  -0.09
O2 -2.548 1.401 -0.145  0.01
C1 -3.538 0.507 0.423  -0.09
C2 -3.011 -0.869 0.046  -0.10
O3 -1.704 -0.562 -0.505  -0.13
C3 -1.433 0.766 -0.441  -0.24
H1 -3.569 0.670 1.506  0.14
H2 -4.503 0.748 -0.034  0.14
H3 -3.584 -1.374 -0.739  0.13
H4 -2.911 -1.542 0.905  0.13
Tl1 0.569 1.491 -1.582  0.87
O4 1.150 1.777 0.405  -0.21
O5 2.408 0.140 1.294  0.01
C4 3.309 0.200 0.190  -0.16
C5 2.755 -0.797 -0.840  -0.32
O6 1.391 -0.556 -0.925  -0.51
C6 1.174 0.631 0.938  -0.77
H5 3.325 1.199 -0.275  0.12
H6 4.298 -0.096 0.559  0.13
H7 2.967 -1.828 -0.497  0.11
H8 3.297 -0.661 -1.796  0.12


Density functional theory data (ωB97M-V/def2-TZVPD) for a gas-phase ion, C6H8N (charge +1) at a distorted geometry.

As for the relative energy (zero: lowest compared OMol25 entry of this formula, charge and spin): 5.338 eV. Its SMILES is C1#[N+]CCC12CC2. The calculation puts the strongest force on any atom at 5.036 eV/Å. For the HOMO energy, the calculation gives -15.63 eV. Its net charge is +1. For the total energy, the calculation gives -287.76008 Ha. The calculation puts the lowest unoccupied orbital energy at -0.2823 Ha.

Each line ends with the Löwdin charge.
Atoms and positions in Å:
C1 0.119 -1.495 0.306  0.24
C2 -0.673 0.673 0.622  0.02
C3 1.551 0.318 -0.957  -0.04
C4 0.397 0.004 -1.838  -0.04
C5 -1.106 -0.404 1.726  -0.08
C6 0.280 -0.229 -0.352  -0.32
N1 -0.547 -1.686 1.284  0.20
H1 -0.091 1.486 1.048  0.12
H2 -1.518 1.052 0.055  0.12
H3 2.429 -0.311 -0.972  0.13
H4 1.764 1.353 -0.728  0.13
H5 -0.188 0.814 -2.250  0.13
H6 0.451 -0.864 -2.481  0.13
H7 -0.681 -0.196 2.711  0.14
H8 -2.188 -0.513 1.826  0.13


Density functional theory data (ωB97M-V/def2-TZVPD) for a gas-phase ion, C6H8N (charge +1) at a distorted geometry.

As for the relative energy (zero: lowest compared OMol25 entry of this formula, charge and spin): 5.569 eV. The calculation puts the strongest force on any atom at 3.450 eV/Å. For the HOMO energy, the calculation gives -15.90 eV. Its net charge is +1. For the total energy, the calculation gives -287.75159 Ha. The calculation puts the lowest unoccupied orbital energy at -0.2664 Ha.

Each line ends with the Löwdin charge.
Atoms and positions in Å:
C1 -0.909 1.389 0.158  -0.21
C2 -0.785 -1.508 -0.287  0.13
C3 -1.712 -2.327 -0.022  0.19
C4 0.315 -0.686 -0.447  -0.10
C5 0.338 0.624 0.477  -0.24
C6 1.567 1.638 0.196  0.00
N1 -1.816 1.824 -0.386  0.20
H1 -1.616 -3.323 0.395  0.14
H2 -2.773 -2.194 -0.155  0.14
H3 1.235 -1.168 -0.102  0.19
H4 0.437 -0.429 -1.520  0.17
H5 0.303 0.191 1.566  0.18
H6 2.511 1.593 0.594  0.06
H7 1.196 2.610 0.364  0.07
H8 1.709 1.766 -0.831  0.07


Density functional theory data (ωB97M-V/def2-TZVPD) for a gas-phase ion, C6H8N (charge +1) at a distorted geometry.

As for the relative energy (zero: lowest compared OMol25 entry of this formula, charge and spin): 5.277 eV. Its SMILES is C[N+]1=C2CC=C[C@H]21. The calculation puts the strongest force on any atom at 5.224 eV/Å. For the HOMO energy, the calculation gives -14.91 eV. Its net charge is +1. For the total energy, the calculation gives -287.76230 Ha. The calculation puts the lowest unoccupied orbital energy at -0.1856 Ha.

Each line ends with the Löwdin charge.
Atoms and positions in Å:
C1 0.400 0.574 1.738  0.05
C2 1.468 0.278 0.954  0.02
C3 -0.312 0.723 -0.407  -0.19
C4 -0.844 0.918 0.849  -0.07
C5 1.110 0.541 -0.459  0.03
C6 -0.676 -1.382 -1.501  -0.03
N1 -0.154 -0.080 -1.422  0.10
H1 0.112 0.680 2.791  0.14
H2 2.446 -0.089 1.136  0.11
H3 -1.669 0.156 1.051  0.17
H4 -1.298 1.907 0.976  0.16
H5 1.786 0.993 -1.094  0.13
H6 0.201 -2.062 -1.769  0.14
H7 -1.382 -1.602 -2.337  0.12
H8 -1.189 -1.554 -0.506  0.12


Density functional theory data (ωB97M-V/def2-TZVPD) for a gas-phase ion, C6H8N (charge +1) at a distorted geometry.

As for the relative energy (zero: lowest compared OMol25 entry of this formula, charge and spin): 6.669 eV. The calculation puts the strongest force on any atom at 5.496 eV/Å. For the HOMO energy, the calculation gives -14.08 eV. Its net charge is +1. For the total energy, the calculation gives -287.71116 Ha. The calculation puts the lowest unoccupied orbital energy at -0.1883 Ha.

Each line ends with the Löwdin charge.
Atoms and positions in Å:
C1 1.327 -1.083 -0.058  0.26
C2 1.232 0.204 -0.191  -0.22
C3 -0.003 -1.828 -0.042  0.06
C4 -1.268 0.285 0.826  0.01
C5 -1.136 0.496 -0.714  0.02
C6 -0.143 -0.376 0.072  -0.45
N1 1.749 1.370 -0.033  0.23
H1 -0.222 -2.369 -0.937  0.14
H2 0.015 -2.609 0.659  0.12
H3 -1.008 1.140 1.486  0.13
H4 -1.939 -0.498 1.201  0.13
H5 -1.856 0.078 -1.392  0.11
H6 -0.632 1.475 -1.025  0.14
H7 1.432 1.956 0.752  0.17
H8 2.453 1.759 -0.606  0.14


Question: The highest strongest force on any atom belongs to which entry?
Answer: number 8